Density functional theory data (the ωB97M-V functional and the def2-TZVPD basis) for C40H53Cl2CsGe2N4O3Si as an isolated structure.

Positions of all 106 atoms, in Å:
Cs (1.746, -0.534, 0.284)
Cl (6.957, 0.006, 5.921)
C (5.994, -0.666, 4.628)
C (5.165, 0.181, 3.900)
C (4.390, -0.288, 2.848)
N (3.730, 0.582, 1.983)
C (2.702, 1.321, 2.284)
O (2.137, 2.072, 1.425)
C (2.038, 1.201, 3.634)
C (2.004, 2.285, 4.504)
C (1.464, 2.088, 5.762)
C (0.977, 0.831, 6.092)
C (1.043, -0.175, 5.141)
N (1.567, -0.004, 3.934)
C (4.385, -1.689, 2.574)
C (5.267, -2.507, 3.274)
C (6.061, -2.003, 4.296)
Cl (7.124, -3.097, 5.150)
N (3.407, -2.206, 1.740)
C (3.623, -3.184, 0.889)
O (4.677, -3.690, 0.458)
C (2.310, -3.865, 0.402)
C (2.422, -5.083, -0.266)
C (1.273, -5.790, -0.575)
C (0.040, -5.261, -0.220)
C (0.015, -4.018, 0.394)
N (1.118, -3.337, 0.694)
H (5.159, 1.239, 4.125)
H (2.376, 3.246, 4.175)
H (1.416, 2.903, 6.475)
H (0.537, 0.632, 7.060)
H (0.643, -1.160, 5.353)
H (5.311, -3.560, 3.034)
H (3.417, -5.436, -0.497)
H (1.336, -6.749, -1.076)
H (-0.884, -5.785, -0.429)
H (-0.925, -3.544, 0.660)
C (1.864, 0.086, -5.389)
C (1.913, -0.018, -3.865)
Ge (0.189, -0.613, -3.106)
C (0.406, -2.536, -2.709)
C (0.276, -3.401, -3.961)
C (-1.284, -0.397, -4.424)
C (-2.301, 0.197, -3.756)
Ge (-1.627, 0.352, -1.879)
C (-2.414, -1.099, -0.795)
C (-3.896, -0.865, -0.502)
C (-1.913, 2.018, -0.886)
C (-0.873, 3.121, -0.977)
C (-3.609, 0.563, -4.348)
C (-4.571, 1.187, -3.554)
C (-5.806, 1.551, -4.074)
C (-6.106, 1.298, -5.403)
C (-5.158, 0.676, -6.208)
C (-3.928, 0.315, -5.687)
H (2.840, 0.352, -5.806)
H (1.147, 0.844, -5.710)
H (1.556, -0.855, -5.853)
H (2.227, 0.919, -3.427)
H (2.660, -0.756, -3.559)
H (-0.334, -2.828, -1.966)
H (1.384, -2.710, -2.250)
H (-0.683, -3.245, -4.459)
H (0.359, -4.466, -3.724)
H (1.060, -3.169, -4.688)
H (-1.346, -0.669, -5.478)
H (-1.869, -1.095, 0.154)
H (-2.256, -2.064, -1.280)
H (-4.032, 0.073, 0.041)
H (-4.318, -1.654, 0.128)
H (-4.490, -0.828, -1.419)
H (-1.999, 1.711, 0.173)
H (-2.904, 2.380, -1.188)
H (0.060, 2.788, -0.517)
H (-1.198, 3.999, -0.413)
H (-0.658, 3.434, -2.001)
H (-4.356, 1.391, -2.513)
H (-6.531, 2.034, -3.430)
H (-7.069, 1.583, -5.809)
H (-5.380, 0.470, -7.249)
H (-3.203, -0.171, -6.326)
C (-2.982, 1.370, 5.281)
Si (-2.862, 1.739, 3.390)
C (-2.749, 3.642, 3.350)
C (-4.639, 1.309, 2.817)
C (-1.607, 0.992, 2.385)
H (-3.845, 1.858, 5.750)
H (-2.073, 1.709, 5.787)
H (-3.062, 0.292, 5.451)
H (-3.554, 4.109, 3.925)
H (-2.795, 4.008, 2.322)
H (-1.796, 3.970, 3.775)
H (-5.411, 1.690, 3.491)
H (-4.755, 0.223, 2.751)
H (-4.814, 1.715, 1.816)
H (-1.563, -0.095, 2.286)
H (-0.618, 1.453, 2.366)
C (2.324, 3.435, -2.387)
C (3.362, 2.484, -1.816)
O (2.807, 1.395, -1.112)
H (2.813, 4.210, -2.985)
H (1.764, 3.922, -1.591)
H (1.605, 2.918, -3.025)
H (4.035, 3.053, -1.163)
H (3.969, 2.062, -2.623)
H (2.595, 1.672, -0.177)

Energy above the lowest of the compared OMol25 structures with the same formula, charge and spin ... 23.41 kcal per mole
HOMO ... -0.58 eV
Net charge ... -2
Kohn-Sham gap ... 4.07 eV
E ... -200945.959 eV

Löwdin atomic charge list, values in e, 99 entries:
1 Cs 1.408
2 Cl 0.586
3 C -0.702
4 C -0.062
5 C -0.240
6 N 0.042
7 C -0.643
8 O -0.168
9 C -0.226
10 C -0.011
11 C -0.078
12 C -0.084
13 C -0.126
14 N 0.156
15 C -0.223
16 C -0.050
17 C -0.696
18 Cl 0.588
19 N -0.035
20 C -0.560
21 O -0.038
22 C -0.225
23 C -0.018
24 C -0.083
25 C -0.086
26 C -0.166
27 N -0.004
28 H 0.107
29 H 0.114
30 H 0.096
31 H 0.092
32 H 0.106
33 H 0.107
34 H 0.106
35 H 0.096
36 H 0.094
37 H 0.104
38 C -0.183
39 C -0.348
40 Ge 0.819
41 C -0.379
42 C -0.170
43 C -0.229
44 C -0.336
45 Ge 0.876
46 C -0.359
47 C -0.168
48 C -0.364
49 C -0.174
50 C -0.227
51 C -0.047
52 C -0.088
53 C -0.115
54 C -0.104
55 C -0.046
56 H 0.061
57 H 0.061
58 H 0.053
59 H 0.006
60 H 0.071
61 H 0.025
62 H 0.049
63 H 0.057
64 H 0.058
65 H 0.059
66 H 0.044
67 H 0.039
68 H 0.044
69 H 0.050
70 H 0.065
71 H 0.052
72 H 0.013
73 H 0.048
74 H 0.054
75 H 0.068
76 H 0.054
77 H 0.086
78 H 0.099
79 H 0.090
80 H 0.092
81 H 0.096
82 C -0.228
83 Si 0.315
84 C -0.210
85 C -0.222
86 C -0.269
87 H -0.002
88 H -0.007
89 H 0.004
90 H 0.006
91 H 0.004
92 H 0.010
93 H 0.002
94 H 0.008
95 H 0.000
96 H -0.068
97 H -0.063
98 C -0.087
99 C -0.322

Density functional theory data (the ωB97M-V functional and the def2-TZVPD basis) for C40H53MoN3O3SSbSe5 as an isolated structure.

Positions of all 107 atoms, in Å:
Mo (1.827, 0.302, -0.543)
C (-4.717, 2.035, -3.443)
C (-4.101, 0.857, -4.212)
C (-5.188, -0.196, -4.435)
C (-3.628, 1.340, -5.590)
C (-2.915, 0.311, -3.417)
C (-1.762, 1.086, -3.265)
C (-0.717, 0.599, -2.514)
Se (1.037, 1.361, -2.496)
C (0.094, 1.226, 0.350)
C (-0.817, 2.242, 0.331)
C (-1.679, 2.411, 1.428)
C (-1.540, 1.538, 2.501)
C (-0.602, 0.493, 2.562)
C (0.217, 0.366, 1.441)
O (1.272, -0.453, 1.248)
C (-0.498, -0.343, 3.840)
C (0.543, -1.464, 3.749)
C (-0.107, 0.574, 5.008)
C (-1.859, -0.993, 4.134)
C (-2.691, 3.555, 1.406)
C (-3.639, 3.377, 0.211)
C (-3.536, 3.614, 2.680)
C (-1.949, 4.893, 1.273)
C (-0.724, -0.658, -1.895)
O (0.363, -0.982, -1.167)
C (-1.837, -1.489, -2.108)
C (-2.903, -0.950, -2.847)
C (-1.964, -2.963, -1.693)
C (-0.798, -3.471, -0.850)
C (-2.020, -3.815, -2.971)
C (-3.248, -3.181, -0.880)
H (-5.550, 2.470, -4.005)
H (-5.090, 1.703, -2.472)
H (-3.978, 2.819, -3.271)
H (-5.984, 0.230, -5.050)
H (-4.791, -1.070, -4.956)
H (-5.632, -0.521, -3.492)
H (-4.483, 1.667, -6.190)
H (-2.939, 2.182, -5.512)
H (-3.122, 0.535, -6.125)
H (-1.675, 2.069, -3.715)
H (-0.886, 2.912, -0.522)
H (-2.183, 1.676, 3.362)
H (1.547, -1.068, 3.597)
H (0.534, -2.037, 4.681)
H (0.326, -2.142, 2.923)
H (0.853, 1.055, 4.805)
H (-0.850, 1.357, 5.170)
H (-0.015, -0.007, 5.931)
H (-2.163, -1.626, 3.298)
H (-1.797, -1.611, 5.035)
H (-2.638, -0.244, 4.288)
H (-4.193, 2.441, 0.299)
H (-4.357, 4.202, 0.166)
H (-3.092, 3.356, -0.733)
H (-4.082, 2.681, 2.838)
H (-2.917, 3.812, 3.558)
H (-4.268, 4.420, 2.592)
H (-1.390, 4.949, 0.336)
H (-2.657, 5.726, 1.290)
H (-1.241, 5.019, 2.096)
H (-3.768, -1.583, -2.991)
H (0.135, -3.426, -1.408)
H (-0.686, -2.886, 0.062)
H (-0.978, -4.515, -0.573)
H (-1.134, -3.641, -3.585)
H (-2.062, -4.879, -2.718)
H (-2.898, -3.574, -3.574)
H (-3.233, -2.576, 0.029)
H (-4.142, -2.918, -1.448)
H (-3.332, -4.233, -0.594)
N (4.686, 0.236, 2.664)
C (5.354, -0.850, 2.133)
C (6.407, -1.607, 2.627)
C (6.957, -2.533, 1.767)
C (6.466, -2.693, 0.465)
C (5.388, -1.969, 0.000)
C (4.807, -1.043, 0.859)
N (3.805, -0.087, 0.660)
C (3.815, 0.664, 1.734)
C (3.096, 1.926, 1.722)
C (3.049, 2.948, 2.603)
S (2.283, 4.292, 1.869)
C (2.064, 3.400, 0.440)
N (2.493, 2.187, 0.513)
H (4.934, 0.729, 3.502)
H (6.804, -1.443, 3.622)
H (7.807, -3.120, 2.091)
H (6.964, -3.370, -0.217)
H (5.035, -2.094, -1.007)
H (3.442, 3.001, 3.605)
H (1.601, 3.810, -0.446)
Se (7.076, -0.759, -2.647)
Sb (5.865, 1.268, -1.962)
Se (3.425, 1.176, -2.119)
Se (7.158, 1.401, 0.130)
Se (6.565, 3.104, -3.371)
C (2.823, -4.480, -0.254)
C (2.432, -3.068, 0.129)
O (2.686, -2.152, -0.947)
H (2.697, -5.145, 0.604)
H (3.868, -4.513, -0.569)
H (2.193, -4.852, -1.067)
H (3.024, -2.724, 0.972)
H (1.384, -3.011, 0.411)
H (2.446, -2.577, -1.778)

<S²> ... 2.02
Energy above the lowest of the compared OMol25 structures with the same formula, charge and spin ... 67.81 kcal per mole
Spin multiplicity ... 3
HOMO (spin up / spin down) ... -4.23 / -4.20 eV
Net charge ... -1
Kohn-Sham gap (spin up / spin down) ... 5.65 / 5.22 eV
E ... -398916.687 eV

Löwdin atomic charge list, values in e, 99 entries:
1 Mo 1.286
2 C -0.051
3 C -0.559
4 C -0.072
5 C -0.054
6 C -0.177
7 C -0.070
8 C -0.479
9 Se 0.622
10 C -0.214
11 C -0.067
12 C -0.167
13 C 0.014
14 C -0.095
15 C -0.343
16 O -0.262
17 C -0.540
18 C -0.055
19 C -0.048
20 C -0.049
21 C -0.558
22 C -0.050
23 C -0.072
24 C -0.052
25 C -0.333
26 O -0.305
27 C -0.078
28 C 0.005
29 C -0.532
30 C -0.063
31 C -0.046
32 C -0.048
33 H 0.081
34 H 0.084
35 H 0.075
36 H 0.080
37 H 0.087
38 H 0.083
39 H 0.079
40 H 0.075
41 H 0.091
42 H 0.106
43 H 0.099
44 H 0.090
45 H 0.076
46 H 0.082
47 H 0.083
48 H 0.080
49 H 0.075
50 H 0.081
51 H 0.086
52 H 0.081
53 H 0.073
54 H 0.090
55 H 0.083
56 H 0.070
57 H 0.084
58 H 0.084
59 H 0.081
60 H 0.076
61 H 0.081
62 H 0.080
63 H 0.086
64 H 0.070
65 H 0.083
66 H 0.091
67 H 0.091
68 H 0.082
69 H 0.075
70 H 0.089
71 H 0.071
72 H 0.081
73 N 0.199
74 C -0.229
75 C -0.029
76 C -0.084
77 C -0.092
78 C -0.116
79 C -0.269
80 N 0.044
81 C -0.294
82 C -0.290
83 C -0.305
84 S 1.084
85 C -0.429
86 N -0.124
87 H 0.167
88 H 0.107
89 H 0.100
90 H 0.104
91 H 0.063
92 H 0.081
93 H 0.095
94 Se 0.027
95 Sb -0.324
96 Se 0.022
97 Se -0.044
98 Se -0.241
99 C -0.062